{"formula": "C18H22N5O6", "method": "ωB97M-V/def2-TZVPD", "max_force_ev_per_a": 3.45, "multiplicity": 1, "orbital_gap_ev": 7.0, "charge": -1, "e_tot_ev": -38760.6823, "e_homo_ev": -4.542, "elements": ["O", "O", "O", "O", "O", "N", "O", "C", "C", "C", "C", "C", "C", "C", "C", "C", "C", "C", "N", "N", "N", "N", "C", "C", "C", "C", "C", "C", "C", "H", "H", "H", "H", "H", "H", "H", "H", "H", "H", "H", "H", "H", "H", "H", "H", "H", "H", "H", "H", "H", "H"], "coordinates": [[-1.656312, -2.780616, 1.782890], [-2.908287, 6.875751, -1.808032], [4.104022, 0.356800, 0.734035], [-0.257865, -4.898961, -1.453442], [4.591857, -1.804707, 0.647733], [-4.242654, 4.109112, -0.096113], [-2.283483, 1.405070, 1.307696], [-0.658539, -3.108929, 1.156661], [-2.910323, 5.870078, -1.109142], [3.791307, -0.844726, 0.577912], [0.584334, -4.050824, -1.739961], [-3.187860, 3.550448, 0.473815], [1.305297, 1.779438, 1.889824], [1.537515, 3.082100, 1.453848], [0.018111, 1.243105, 1.827474], [0.483272, 3.852123, 0.954675], [-1.046566, 2.003643, 1.338302], [-0.820861, 3.328468, 0.882434], [-4.111948, 5.240421, -0.869615], [1.442522, -4.233829, -2.753590], [-1.887805, 4.084156, 0.354096], [-0.348119, -2.450507, 0.039684], [0.220713, -4.214913, 1.704898], [-3.405474, 2.306744, 1.299082], [1.504102, -5.437187, -3.579654], [-1.643509, 5.311749, -0.457959], [2.313878, -1.150648, 0.287770], [2.123213, -2.490032, -0.435428], [0.696628, -2.711260, -0.976292], [2.137065, 1.179481, 2.253429], [2.548412, 3.479116, 1.488716], [-0.160634, 0.223234, 2.155556], [0.704991, 4.857691, 0.619782], [-4.921484, 5.644662, -1.333697], [2.137568, -3.518381, -2.907085], [-0.987336, -1.698731, -0.157584], [-0.309763, -4.711844, 2.514376], [0.447707, -4.941354, 0.931347], [1.139082, -3.779283, 2.091602], [-4.282120, 1.778834, 0.916131], [-3.622838, 2.611886, 2.325616], [2.255803, -5.318261, -4.360885], [0.529951, -5.620771, -4.036046], [1.764588, -6.294573, -2.956178], [-0.928094, 5.086417, -1.254026], [-1.224681, 6.094489, 0.179753], [1.764032, -1.175058, 1.230730], [1.894809, -0.358222, -0.337975], [2.807759, -2.506081, -1.285049], [2.399193, -3.309814, 0.226683], [0.558824, -1.945503, -1.738798]], "forces_ev_per_a": [[-0.327, 0.211, 0.238], [0.692, -0.537, 0.374], [-0.675, 0.400, 0.024], [0.372, 0.308, -0.143], [-0.542, -0.522, -0.148], [0.713, -1.865, 1.174], [-0.624, 0.689, -0.525], [-0.444, -0.764, 1.298], [-1.341, 0.487, -0.272], [1.312, 0.229, 0.240], [-1.430, -0.602, 1.010], [-0.532, 2.596, -2.217], [-0.144, 0.096, -0.077], [-0.356, -0.191, -0.006], [0.073, 0.443, -0.066], [-0.050, -0.500, 0.163], [0.574, 0.408, 0.155], [0.714, -0.365, 0.280], [2.229, 0.081, 0.385], [0.944, 0.511, -0.779], [-1.734, -0.403, -0.200], [1.043, -0.102, -1.991], [-0.031, 0.132, -0.400], [0.498, 0.012, 0.169], [-0.315, 0.176, 0.538], [-0.540, -0.882, 0.496], [-0.263, -0.610, -0.514], [-0.092, 0.079, 0.187], [0.277, 0.354, 0.454], [-0.148, 0.091, -0.210], [-0.212, -0.019, -0.055], [-0.158, 0.127, -0.064], [-0.189, 0.000, -0.052], [0.180, -0.479, 0.408], [-0.082, -0.184, 0.025], [-0.097, -0.039, -0.051], [-0.054, 0.161, -0.062], [0.186, -0.062, -0.086], [0.171, -0.033, -0.004], [0.314, 0.039, -0.013], [0.067, 0.007, 0.141], [-0.073, 0.128, 0.155], [0.071, -0.061, 0.011], [-0.040, -0.054, -0.116], [-0.005, 0.071, 0.042], [-0.006, 0.049, -0.124], [-0.031, 0.149, 0.030], [-0.015, 0.176, 0.184], [0.166, -0.106, 0.107], [0.184, -0.027, -0.097], [-0.231, 0.201, -0.016]], "mulliken_charge": [-0.705, -0.669, -0.719, -0.677, -0.757, -0.827, -0.535, 0.750, 0.026, 0.332, 0.158, 0.552, -0.502, -0.960, -0.571, -0.458, 0.403, 1.034, 0.086, -0.103, 0.030, 0.036, -1.057, -0.368, -0.916, -0.326, -0.161, -0.732, 0.018, 0.308, 0.415, 0.435, 0.316, 0.261, 0.271, 0.204, 0.334, 0.302, 0.249, 0.394, 0.174, 0.343, 0.290, 0.282, 0.409, 0.347, -0.025, 0.286, 0.470, 0.062, 0.492]}